Density functional theory data (wB97M-V/def2-TZVPD) for a cluster of 2 separate species, C5H13NO in total at a distorted geometry.

As for the relative energy (zero: lowest compared OMol25 entry of this formula, charge and spin): 99.5 kcal per mole. The max |F| comes out at 5.42 eV/A. Its gap between HOMO and LUMO (alpha / beta) is 7.994 / 4.627 eV. The value obtained for the HOMO energy (alpha / beta) is -13.73 / -13.73 eV. The multiplicity is 2. As for the total charge: +1.

Last column: Löwdin spin population.
Element x y z (Å)
1 C 2.010 2.284 -1.747  0.006
2 C 1.510 1.607 -0.465  0.024
3 C 0.915 0.113 -0.773  0.033
4 C 0.339 -0.657 0.418  0.094
5 C 0.458 -1.369 2.697  0.057
6 N 0.826 -0.451 1.812  0.679
7 H 2.793 3.083 -1.498  0.004
8 H 1.245 2.491 -2.486  0.000
9 H 2.659 1.514 -2.318  0.001
10 H 0.726 2.184 0.061  0.001
11 H 2.464 1.388 0.096  0.005
12 H 1.601 -0.375 -1.492  0.001
13 H -0.012 0.240 -1.237  0.004
14 H -0.709 -0.301 0.270  0.030
15 H 0.243 -1.731 0.072  0.013
16 H 0.786 -1.390 3.730  0.011
17 H -0.430 -1.911 2.281  0.036
18 H -5.362 -1.716 0.599  0.000
19 H -6.519 -2.609 0.084  0.000
20 O -5.544 -2.393 -0.105  0.000

---

Density functional theory data (wB97M-V/def2-TZVPD) for a cluster of 2 separate species, C5H13NO in total at a distorted geometry.

As for the relative energy (zero: lowest compared OMol25 entry of this formula, charge and spin): 37.2 kcal per mole. The max |F| comes out at 2.65 eV/A. Its gap between HOMO and LUMO (alpha / beta) is 10.322 / 5.394 eV. The value obtained for the HOMO energy (alpha / beta) is -14.49 / -14.49 eV. The multiplicity is 2. As for the total charge: +1.

Last column: Löwdin spin population.
Element x y z (Å)
1 C -0.229 -2.951 0.580  0.000
2 C 1.033 -2.356 1.193  0.000
3 H 0.018 -3.585 -0.272  0.000
4 H -0.695 -3.597 1.320  0.000
5 H -0.926 -2.203 0.216  0.000
6 H 0.803 -1.695 2.029  0.000
7 H 1.536 -1.720 0.461  0.000
8 H 1.638 -3.171 1.568  0.000
9 C 0.349 1.662 -0.618  0.090
10 C 0.286 0.971 -1.953  0.003
11 C -1.045 2.094 -0.115  0.092
12 O -2.012 1.964 -0.880  0.767
13 N -1.195 2.631 1.064  0.029
14 H 0.661 1.074 0.234  0.008
15 H 0.935 2.573 -0.612  0.006
16 H 0.028 -0.092 -1.949  0.000
17 H -2.051 3.157 1.206  0.001
18 H -0.343 2.917 1.531  0.002
19 H 1.323 0.736 -2.255  0.001
20 H -0.115 1.591 -2.748  0.001